No. 1
# C2H8NOS2

A cluster of 2 separate species, C2H8NOS2 in total in a non-equilibrium geometry (ωB97M-V/def2-TZVPD, the OMol25 dataset).

CARTESIAN COORDINATES (ANGSTROEM)
C  -0.03998  1.46693  -0.68068
O  -1.40632  1.06166  -0.71102
C  0.67071  0.81580  0.54235
N  1.77708  -0.08233  0.14087
H  0.40709  1.01250  -1.59797
H  -0.07823  2.56464  -0.77579
H  0.97800  1.59363  1.22090
H  -0.10795  0.31708  1.11217
H  2.25350  -0.40343  0.99328
H  1.29732  -0.91294  -0.29253
S  -0.65868  -1.83094  -0.85722
S  -1.41932  -2.32560  1.04246
H  -1.45119  0.05763  -0.77787
H  -2.22204  -3.33463  0.64104

Computed properties:
* E: -1007.403948 Ha
* HOMO-LUMO gap: 6.59 eV
* E_LUMO: 3.508 eV
* relative energy (zero: lowest compared OMol25 entry of this formula, charge and spin): 9.65 kcal/mol
* HOMO: -3.085 eV
* charge: -1

No. 2
# C5H11N2O2

The ion C5H11N2O2 with charge -1 in a non-equilibrium geometry (ωB97M-V/def2-TZVPD, the OMol25 dataset).

CARTESIAN COORDINATES (ANGSTROEM)
C  0.31788  -2.41422  0.03329
C  -0.86397  2.37925  0.34415
C  -0.63422  -1.29843  -0.56810
C  -1.28447  1.02985  -0.17100
C  -0.07279  0.03590  0.09838
N  1.15989  0.33435  -0.63612
N  2.20127  0.48367  0.02261
O  2.28465  0.32935  1.25457
O  3.26344  0.48517  -0.65284
H  1.24934  -1.93346  0.06560
H  0.63072  -3.31512  -0.55574
H  -0.08367  -2.81790  0.95379
H  -1.66387  3.09164  0.40495
H  -0.06768  2.72906  -0.17500
H  -0.73189  2.19960  1.36092
H  -1.69998  -1.55087  -0.47395
H  -0.41987  -1.16599  -1.59358
H  -2.17520  0.66950  0.31199
H  -1.41638  0.90792  -1.21089
H  0.00680  -0.17929  1.18698

Computed properties:
* E: -456.849722 Ha
* HOMO-LUMO gap (spin up / spin down): 3.89 / 6.80 eV
* 2S+1: 3
* E_LUMO (spin up / spin down): 3.850 / 2.903 eV
* relative energy (zero: lowest compared OMol25 entry of this formula, charge and spin): 52.40 kcal/mol
* ⟨S²⟩: 2.009
* HOMO (spin up / spin down): -0.036 / -3.893 eV
* charge: -1

No. 3
# C2H2NOP

An isolated molecule of C2H2NOP in a non-equilibrium geometry (ωB97M-V/def2-TZVPD, the OMol25 dataset).

CARTESIAN COORDINATES (ANGSTROEM)
C  -0.27136  0.59964  -0.10935
C  -2.73954  -0.36221  -0.07962
N  -1.57783  0.00301  -0.08120
O  1.99452  -1.00390  -0.05925
P  1.62483  0.57985  -0.12296
H  -0.30506  1.72439  0.03488
H  1.27444  -1.54077  0.41750

Computed properties:
* E: -548.639560 Ha
* HOMO-LUMO gap: 7.98 eV
* E_LUMO: -0.988 eV
* relative energy (zero: lowest compared OMol25 entry of this formula, charge and spin): 52.88 kcal/mol
* HOMO: -8.969 eV

No. 4
# C3H7O2

The ion C3H7O2 with charge -1 in a non-equilibrium geometry (ωB97M-V/def2-TZVPD, the OMol25 dataset).

CARTESIAN COORDINATES (ANGSTROEM)
C  0.81392  -0.62290  1.37093
O  0.91338  0.58630  0.68281
C  -0.40088  0.95041  -0.18548
C  -0.58718  -0.15597  -1.32382
O  -1.45058  1.32378  0.42062
H  0.76101  -1.53944  0.72254
H  -0.08525  -0.77773  1.97387
H  1.76824  -0.58817  1.93145
H  0.23547  1.70710  -0.71077
H  -1.42473  0.30698  -1.86642
H  0.29120  -0.01038  -1.95484
H  -0.83461  -1.17998  -1.06088

Computed properties:
* E: -268.951165 Ha
* HOMO-LUMO gap: 7.32 eV
* E_LUMO: 4.483 eV
* relative energy (zero: lowest compared OMol25 entry of this formula, charge and spin): 55.75 kcal/mol
* HOMO: -2.838 eV
* charge: -1
* SMILES string: CO[C@@H](C)[O-]

No. 5
# C4H6N2O2

An isolated molecule of C4H6N2O2 in a non-equilibrium geometry (ωB97M-V/def2-TZVPD, the OMol25 dataset).

CARTESIAN COORDINATES (ANGSTROEM)
C  -1.20113  -1.05890  -0.28808
N  0.13102  -0.49389  -0.12210
C  1.22059  -1.35874  -0.21601
O  2.40050  -1.10533  -0.01688
C  0.26226  0.87677  0.10400
N  -0.84065  1.69898  0.30076
C  1.43585  1.47125  0.08381
O  2.43829  2.08846  0.08202
H  -1.75576  -0.95579  0.65001
H  -1.72442  -0.53536  -1.09446
H  -1.15900  -2.12282  -0.54012
H  0.91934  -2.38184  -0.49662
H  -1.54600  1.26196  0.88466
H  -0.58089  2.61524  0.66900

Computed properties:
* E: -415.949209 Ha
* HOMO-LUMO gap: 7.89 eV
* E_LUMO: 0.543 eV
* relative energy (zero: lowest compared OMol25 entry of this formula, charge and spin): 57.36 kcal/mol
* HOMO: -7.342 eV
* SMILES string: CN(C=O)C(N)=C=O

No. 6
# H32NO14

A cluster of 15 separate species, H32NO14 in total in a non-equilibrium geometry (ωB97M-V/def2-TZVPD, the OMol25 dataset).

CARTESIAN COORDINATES (ANGSTROEM)
N  0.23689  -0.18173  -0.17583
H  0.98070  0.13858  -0.82769
H  -0.70188  0.16854  -0.44633
H  0.52025  0.26075  0.66680
H  0.24331  -1.16628  -0.12624
O  1.88853  -0.33764  -2.96896
H  1.13202  0.27096  -3.02971
H  2.63896  0.19286  -3.03601
O  1.15775  -3.08169  -1.89228
H  1.39593  -2.16796  -2.01552
H  1.34175  -3.30094  -0.98300
O  -1.73067  -1.41323  -2.31000
H  -2.46022  -1.84913  -1.87734
H  -1.43347  -1.99939  -2.98310
O  2.05953  -1.03254  2.40980
H  2.24372  -0.08847  2.51532
H  1.25381  -1.08460  2.85877
O  3.42736  1.57422  -0.26748
H  3.57615  0.64304  -0.23388
H  3.00195  1.88184  0.52839
O  -1.92298  1.17265  1.89104
H  -1.76201  0.29883  2.32002
H  -2.38846  1.10046  1.02248
O  -0.51592  -0.87069  2.93280
H  -0.58119  -1.36325  3.77102
H  -1.10116  -1.42106  2.41799
O  -2.15470  -1.80184  0.87936
H  -2.72034  -1.17120  0.45135
H  -2.21767  -2.60744  0.37785
O  2.36711  1.64249  2.44731
H  1.93371  2.38648  2.03395
H  3.27225  1.93690  2.54848
O  0.80380  2.63690  0.23469
H  -0.09914  2.83359  0.05564
H  1.21852  2.81948  -0.59188
O  -3.49413  0.36594  -0.15590
H  -3.95897  0.58545  -0.94008
H  -4.20628  0.41419  0.47766
O  1.74128  -3.09088  0.71196
H  2.66514  -3.26424  0.39438
H  1.61003  -2.52221  1.48937
O  -0.52089  1.24344  -2.82795
H  -1.27069  0.85294  -3.22654
H  -0.87392  1.88228  -2.21725
O  -1.83521  2.60328  -0.80355
H  -2.45748  2.79331  -0.06731
H  -2.30305  3.11700  -1.43260

Computed properties:
* E: -1127.091889 Ha
* HOMO-LUMO gap: 9.98 eV
* E_LUMO: -3.294 eV
* relative energy (zero: lowest compared OMol25 entry of this formula, charge and spin): 18.93 kcal/mol
* HOMO: -13.271 eV
* charge: +1